# 1
Entry from the OMol25 dataset: the ion C4H13N2O with charge +1 (wB97M-V/def2-TZVPD).

Output
**SMILES**: [NH3+]CCNCCO
**HOMO-LUMO gap**: 9.33 eV
**Total charge**: +1
**HOMO level**: -12.498 eV

Cartesian coordinates (Å):
N: 0.133 -0.101 -1.611
C: -1.102 0.835 -1.473
C: -0.665 1.827 -0.327
N: -0.392 0.982 0.945
C: -0.428 -0.412 1.378
C: 0.950 -1.162 1.349
O: 1.156 -1.698 -0.003
H: 1.006 0.411 -1.620
H: 0.181 -0.757 -2.500
H: 0.216 -0.861 -0.821
H: -1.146 1.297 -2.469
H: -2.038 0.368 -1.233
H: 0.381 2.210 -0.500
H: -1.301 2.726 -0.194
H: -0.084 1.675 1.683
H: -0.788 -0.552 2.460
H: -1.155 -1.133 0.933
H: 0.908 -2.176 1.880
H: 1.743 -0.411 1.556
H: 2.110 -1.905 -0.047

Results of the Löwdin charge analysis, in e, for atoms 1 through 2: 0.12 -0.09

# 2
Entry from the OMol25 dataset: a structure of composition C78H169As2F12N8O6 (wB97M-V/def2-TZVPD).

Output
**HOMO-LUMO gap**: 7.91 eV
**Total charge**: +3
**HOMO level**: -12.746 eV

Cartesian coordinates (Å):
C: 6.444 0.821 -0.273
C: 7.126 -0.236 0.601
C: 6.224 -0.386 1.893
N: 6.799 -1.221 3.007
C: 5.974 -0.922 4.216
C: 6.439 -1.707 5.437
C: 6.564 -3.213 5.092
C: 7.093 -3.606 3.707
C: 6.657 -2.690 2.639
C: 8.233 -0.899 3.250
H: 6.103 1.614 0.391
H: 5.568 0.402 -0.800
H: 7.039 1.284 -1.051
H: 8.122 0.044 0.935
H: 7.223 -1.170 0.057
H: 5.230 -0.809 1.808
H: 6.062 0.596 2.341
H: 4.943 -1.265 3.976
H: 5.968 0.132 4.365
H: 5.706 -1.594 6.266
H: 7.317 -1.196 5.747
H: 5.576 -3.579 5.240
H: 7.204 -3.695 5.865
H: 6.695 -4.594 3.573
H: 8.149 -3.749 3.808
H: 5.582 -2.719 2.391
H: 7.241 -2.852 1.715
H: 8.846 -1.226 2.430
H: 8.567 -1.537 4.047
H: 8.330 0.189 3.443
C: -6.640 -7.358 5.048
C: -5.556 -6.406 4.532
C: -6.171 -5.086 4.064
N: -5.336 -4.140 3.246
C: -6.136 -2.943 3.030
C: -5.327 -1.756 2.427
C: -4.052 -1.546 3.225
C: -3.194 -2.815 3.353
C: -4.106 -3.904 3.995
C: -4.970 -4.762 1.960
H: -7.402 -7.575 4.269
H: -7.216 -6.987 5.904
H: -6.172 -8.312 5.349
H: -5.159 -6.854 3.649
H: -4.699 -6.338 5.204
H: -6.467 -4.494 4.932
H: -7.021 -5.243 3.372
H: -6.543 -2.707 4.000
H: -7.004 -3.163 2.388
H: -5.937 -0.868 2.364
H: -5.156 -1.951 1.336
H: -4.360 -1.173 4.182
H: -3.459 -0.737 2.758
H: -2.450 -2.571 4.085
H: -2.752 -3.086 2.396
H: -4.421 -3.606 5.010
H: -3.531 -4.861 4.065
H: -5.831 -5.006 1.375
H: -4.356 -5.642 2.161
H: -4.351 -4.054 1.384
C: -6.442 6.626 -1.340
C: -6.967 5.862 -0.111
C: -5.908 4.742 0.304
N: -5.823 4.427 1.772
C: -4.813 3.263 1.798
C: -4.182 3.033 3.195
C: -3.694 4.314 3.831
C: -4.745 5.368 3.897
C: -5.302 5.652 2.472
C: -7.109 4.026 2.311
H: -6.571 5.999 -2.306
H: -5.395 6.806 -1.131
H: -6.987 7.570 -1.574
H: -7.910 5.383 -0.321
H: -7.115 6.597 0.681
H: -4.884 5.025 -0.039
H: -6.107 3.780 -0.207
H: -4.007 3.563 1.097
H: -5.396 2.394 1.400
H: -3.320 2.368 3.120
H: -4.970 2.617 3.845
H: -2.888 4.751 3.252
H: -3.346 4.015 4.811
H: -4.321 6.301 4.232
H: -5.455 5.140 4.667
H: -4.440 6.000 1.864
H: -6.132 6.350 2.481
H: -7.357 3.023 1.937
H: -7.958 4.673 2.057
H: -7.047 4.090 3.407
C: 0.454 -4.045 2.843
C: 1.090 -5.251 2.088
C: 2.228 -4.662 1.312
N: 2.984 -5.463 0.267
C: 2.331 -5.300 -1.090
C: 2.497 -3.954 -1.745
C: 3.994 -3.610 -1.769
C: 4.637 -3.678 -0.404
C: 4.413 -5.007 0.135
C: 2.976 -6.889 0.609
H: -0.304 -4.375 3.521
H: 0.075 -3.365 2.066
H: 1.194 -3.487 3.391
H: 0.382 -5.713 1.464
H: 1.521 -6.010 2.792
H: 2.972 -4.196 1.920
H: 1.873 -3.829 0.685
H: 1.279 -5.550 -0.974
H: 2.824 -5.940 -1.798
H: 1.939 -3.156 -1.205
H: 2.130 -4.040 -2.768
H: 4.024 -2.559 -2.211
H: 4.575 -4.269 -2.426
H: 4.316 -2.900 0.296
H: 5.696 -3.445 -0.437
H: 4.851 -5.054 1.161
H: 4.875 -5.756 -0.545
H: 2.049 -7.362 0.370
H: 3.281 -7.043 1.621
H: 3.828 -7.287 0.008
C: -7.238 -1.480 -4.667
C: -7.095 0.013 -4.801
C: -5.801 0.525 -4.139
N: -5.389 1.928 -4.302
C: -4.220 2.138 -3.360
C: -3.557 3.502 -3.610
C: -3.165 3.666 -5.069
C: -4.343 3.431 -5.992
C: -5.014 2.126 -5.750
C: -6.469 2.909 -3.942
H: -6.535 -2.062 -5.273
H: -8.265 -1.826 -4.893
H: -7.069 -1.911 -3.667
H: -8.013 0.516 -4.446
H: -7.206 0.269 -5.877
H: -4.973 -0.074 -4.529
H: -5.856 0.272 -3.090
H: -3.524 1.375 -3.616
H: -4.646 2.044 -2.344
H: -2.619 3.605 -3.000
H: -4.169 4.379 -3.294
H: -2.445 2.868 -5.335
H: -2.694 4.632 -5.182
H: -4.002 3.453 -7.042
H: -5.040 4.286 -5.903
H: -4.314 1.290 -5.924
H: -5.933 1.987 -6.304
H: -6.722 2.564 -2.919
H: -7.368 2.689 -4.541
H: -6.148 3.955 -4.029
C: 2.590 2.711 -6.447
C: 3.391 1.415 -6.600
C: 4.847 1.746 -6.245
N: 5.850 0.573 -6.170
C: 7.207 1.177 -6.278
C: 8.304 0.290 -5.853
C: 7.981 -0.311 -4.479
C: 6.689 -1.085 -4.481
C: 5.604 -0.130 -4.894
C: 5.690 -0.409 -7.254
H: 2.972 3.405 -7.185
H: 2.681 3.164 -5.486
H: 1.555 2.581 -6.640
H: 3.267 1.078 -7.618
H: 3.060 0.699 -5.799
H: 4.747 2.269 -5.274
H: 5.245 2.431 -6.971
H: 7.159 2.013 -5.540
H: 7.245 1.573 -7.291
H: 9.221 0.785 -5.748
H: 8.526 -0.500 -6.609
H: 7.916 0.439 -3.692
H: 8.812 -0.926 -4.092
H: 6.418 -1.516 -3.496
H: 6.796 -1.911 -5.190
H: 5.588 0.698 -4.188
H: 4.632 -0.565 -5.016
H: 4.665 -0.770 -7.126
H: 6.323 -1.266 -7.175
H: 5.737 0.037 -8.236
C: 3.694 2.441 6.554
C: 2.813 3.030 5.461
C: 3.631 2.892 4.185
N: 3.056 3.363 2.919
C: 2.899 4.836 2.941
C: 2.425 5.479 1.700
C: 3.187 5.052 0.445
C: 3.481 3.558 0.417
C: 4.012 3.005 1.701
C: 1.701 2.747 2.697
H: 4.140 1.472 6.273
H: 3.153 2.352 7.514
H: 4.482 3.147 6.823
H: 2.583 4.053 5.689
H: 1.913 2.441 5.402
H: 3.766 1.840 3.917
H: 4.595 3.441 4.154
H: 3.921 5.179 3.175
H: 2.314 5.016 3.857
H: 2.606 6.512 2.003
H: 1.359 5.300 1.545
H: 4.164 5.570 0.417
H: 2.674 5.447 -0.422
H: 4.286 3.338 -0.329
H: 2.682 2.916 0.043
H: 4.988 3.448 1.948
H: 4.056 1.925 1.657
H: 1.029 3.415 2.175
H: 1.162 2.627 3.667
H: 1.801 1.743 2.282
C: 3.073 0.527 -2.031
C: 2.234 -0.123 -0.937
C: 0.829 -0.461 -1.374
N: -0.266 -0.575 -0.314
C: -0.380 0.675 0.540
C: -1.667 0.849 1.407
C: -2.893 0.522 0.577
C: -2.822 -0.799 -0.142
C: -1.538 -0.870 -1.033
C: -0.034 -1.658 0.573
H: 3.992 1.054 -1.743
H: 2.489 1.211 -2.652
H: 3.363 -0.274 -2.773
H: 2.201 0.591 -0.075
H: 2.758 -0.982 -0.585
H: 0.790 -1.387 -1.959
H: 0.431 0.325 -2.032
H: -0.376 1.563 -0.062
H: 0.507 0.649 1.167
H: -1.729 1.922 1.616
H: -1.541 0.329 2.353
H: -2.948 1.326 -0.148
H: -3.851 0.533 1.101
H: -3.599 -0.888 -0.925
H: -2.925 -1.593 0.576
H: -1.563 -0.107 -1.826
H: -1.377 -1.855 -1.518
H: 0.167 -2.544 -0.012
H: -0.929 -1.809 1.155
H: 0.775 -1.466 1.273
As: -0.352 -0.302 -5.003
F: 1.282 -0.636 -4.666
F: -0.849 -1.369 -3.776
F: -2.040 0.084 -5.384
F: 0.162 0.725 -6.253
F: -0.280 -1.648 -6.168
F: -0.356 1.014 -3.864
As: -1.420 4.899 -0.323
F: -2.572 5.496 0.879
F: -0.470 6.300 -0.117
F: -0.319 4.221 -1.455
F: -2.355 3.454 -0.316
F: -2.411 5.606 -1.497
F: -0.562 4.177 1.050
C: -7.723 -0.341 -1.006
C: -6.826 0.652 -0.353
O: -6.609 0.509 0.875
O: -6.207 1.460 -1.132
H: -8.024 -0.042 -1.988
H: -8.647 -0.351 -0.430
H: -7.285 -1.324 -0.946
C: 2.438 -0.956 4.334
C: 3.092 -0.980 2.938
O: 3.182 0.141 2.376
O: 3.557 -2.092 2.487
H: 1.353 -0.922 4.268
H: 2.791 -0.068 4.869
H: 2.693 -1.838 4.935
C: -2.258 -5.586 -0.753
C: -1.506 -4.432 -0.124
O: -2.160 -3.778 0.703
O: -0.266 -4.287 -0.383
H: -1.747 -6.019 -1.613
H: -3.257 -5.313 -1.061
H: -2.323 -6.327 0.044

Results of the Löwdin charge analysis, in e, for atoms 1 through 2: -0.08 -0.17

Max |F| (computed, hartree/bohr): 0.07258, 0.05623
ΔE to the lowest compared entry with this formula, charge and spin (computed, kJ/mol): 347.9, 0.0
E (computed, a.u.): -344.63435, -9632.26754